Below is one molecule with the formula C15H13ClN4O2 at a distorted geometry, with properties calculated with ωB97M-V with the def2-TZVPD basis set.

Structure (XYZ):
```
35
Properties=species:S:1:pos:R:3
Cl -5.578 -0.085 -1.023
O 0.779 4.855 -0.643
O -0.270 0.778 2.178
N 1.588 1.490 -0.395
N -0.992 2.219 0.604
N 1.929 -2.427 1.020
N 1.519 2.752 -0.833
C -1.996 0.034 0.722
C -2.570 -2.278 0.390
C 2.307 0.648 -1.021
C -4.075 -0.561 -0.310
C -1.692 -1.318 0.856
C 2.520 -3.315 0.237
C -3.203 0.414 0.144
C 2.409 -0.728 -0.594
C 0.771 3.720 -0.226
C -3.766 -1.908 -0.201
C 1.883 -1.170 0.628
C -0.057 3.257 0.961
C 3.107 -2.989 -0.977
C 3.046 -1.674 -1.401
C -1.009 1.026 1.247
H -0.764 -1.600 1.329
H 2.525 -4.333 0.606
H 3.593 -3.743 -1.576
H 3.477 -1.378 -2.348
H -2.325 -3.325 0.490
H -0.578 4.131 1.366
H -1.579 2.372 -0.200
H 1.414 -0.468 1.304
H -3.492 1.452 0.071
H 0.598 2.827 1.727
H -4.459 -2.651 -0.564
H 2.071 3.045 -1.646
H 2.868 0.930 -1.922
```

Output
- Largest force on an atom: 1.32 eV Å⁻¹
- Spin multiplicity: 1
- SMILES: O=C(CNC(=O)c1cccc(Cl)c1)N/N=C/c1cccnc1
- Energy above the lowest of the compared OMol25 structures with the same formula, charge and spin: 0.0 kJ/mol

natural (NBO) atomic charge list, values in e, 8 entries: number 1, Cl, carries 0.01; number 2, O, carries -0.58; number 3, O, carries -0.62; number 4, N, carries -0.21; number 5, N, carries -0.60; number 6, N, carries -0.42; number 7, N, carries -0.44; number 8, C, carries -0.05